DFT (ωB97M-V with the def2-TZVPD basis set) results for one molecule with the formula C4H6ClF2N.

Bonds (Å) are listed after each position.
Atoms and positions in Å:
1 N -0.19 1.13 -1.12  C2 1.403, H9 1.206, H10 1.184
2 C -0.03 0.20 -0.08  N1 1.403, C3 1.500, C5 1.536, C6 1.427
3 C 1.35 0.09 0.48  C2 1.500, Cl4 1.816, H11 1.153, H12 1.216
4 Cl 2.47 -0.90 -0.55  C3 1.816
5 C -1.17 -0.03 0.93  C2 1.536, C6 1.499, H13 1.033, H14 1.100
6 C -0.78 -1.01 -0.14  C2 1.427, C5 1.499, F7 1.447, F8 1.390
7 F -1.81 -1.15 -1.14  C6 1.447
8 F -0.11 -2.23 -0.06  C6 1.390
9 H 0.65 1.99 -0.97  N1 1.206
10 H -0.18 0.68 -2.21  N1 1.184
11 H 1.22 -0.34 1.55  C3 1.153
12 H 1.72 1.21 0.79  C3 1.216
13 H -1.15 -0.26 1.94  C5 1.033
14 H -1.99 0.62 0.59  C5 1.100

Output
total charge	0
DFT total energy	-870.5839	Eh
energy relative to the best compared isomer or geometry (same formula, charge and spin)	2.574	eV
SMILES	N[C@@]1(CCl)CC1(F)F
F_max	5.1	eV/A
HOMO-LUMO gap	10.36	eV

DFT (ωB97M-V with the def2-TZVPD basis set) results for a 2-piece molecular cluster, C4H6ClFN3 overall.

Bonds (Å) are listed after each position.
Atoms and positions in Å:
1 C 2.38 2.66 0.22  N5 1.106, H10 1.068
2 C -0.02 -1.10 0.03  C3 1.312, N6 1.585, N7 1.395
3 C -0.55 -2.12 0.67  C2 1.312, H11 1.038, H12 1.163
4 C -1.99 0.51 -0.01  N6 1.276, F8 1.267, Cl9 1.647
5 N 1.65 1.84 0.06  C1 1.106
6 N -0.78 0.27 0.28  C2 1.585, C4 1.276, H13 1.042
7 N 0.91 -0.96 -1.01  C2 1.395, H14 0.983, H15 1.065
8 F -2.39 1.69 -0.21  C4 1.267
9 Cl -3.22 -0.59 -0.10  C4 1.647
10 H 2.89 3.56 0.46  C1 1.068
11 H -1.33 -1.92 1.33  C3 1.038
12 H -0.14 -3.19 0.50  C3 1.163
13 H 0.00 0.97 0.24  N6 1.042
14 H 1.72 -1.48 -0.80  N7 0.983
15 H 0.88 -0.13 -1.67  N7 1.065

Output
total charge	+1
DFT total energy	-880.0064	Eh
energy relative to the best compared isomer or geometry (same formula, charge and spin)	2.621	eV
F_max	5.3	eV/A
HOMO-LUMO gap	8.84	eV

DFT (ωB97M-V with the def2-TZVPD basis set) results for one molecule with the formula C4H6ClFO.

Bonds (Å) are listed after each position.
Atoms and positions in Å:
1 F -0.43 -1.49 1.04  C2 1.391
2 C -1.15 -1.27 -0.13  F1 1.391, C3 1.475, H8 1.082, H9 1.113
3 C -1.06 0.17 -0.41  C2 1.475, O4 1.415, H10 1.111, H11 1.106
4 O 0.06 0.57 -1.18  C3 1.415, C5 1.368
5 C 1.27 0.69 -0.55  O4 1.368, C6 1.335, H12 1.052
6 C 1.44 0.82 0.77  C5 1.335, Cl7 1.725, H13 1.096
7 Cl 2.97 1.16 1.50  C6 1.725
8 H -2.19 -1.46 0.07  C2 1.082
9 H -0.75 -1.87 -0.97  C2 1.113
10 H -1.11 0.77 0.52  C3 1.111
11 H -1.90 0.48 -1.07  C3 1.106
12 H 2.13 0.77 -1.15  C5 1.052
13 H 0.70 0.65 1.56  C6 1.096

Output
total charge	0
DFT total energy	-791.2568	Eh
energy relative to the best compared isomer or geometry (same formula, charge and spin)	0.648	eV
SMILES	FCCO/C=C/Cl
F_max	2.1	eV/A
HOMO-LUMO gap	9.69	eV

DFT (ωB97M-V with the def2-TZVPD basis set) results for one molecule with the formula C4H6ClFOS.

Bonds (Å) are listed after each position.
Atoms and positions in Å:
1 O -1.38 -1.62 -1.35  C2 1.446, H9 0.966
2 C -0.31 -0.85 -0.75  O1 1.446, C3 1.518, C5 1.548, H10 1.106
3 C -0.33 -0.61 0.75  C2 1.518, S4 1.825, C5 1.500, H11 1.065
4 S 1.25 -1.04 1.55  C3 1.825, H12 1.356
5 C -0.53 0.56 -0.17  C2 1.548, C3 1.500, C6 1.507, H13 1.091
6 C 0.64 1.49 -0.38  C5 1.507, F7 1.354, Cl8 1.802, H14 1.076
7 F 0.36 2.22 -1.49  C6 1.354
8 Cl 0.79 2.67 0.97  C6 1.802
9 H -1.17 -2.51 -1.05  O1 0.966
10 H 0.70 -1.07 -1.13  C2 1.106
11 H -1.15 -1.09 1.22  C3 1.065
12 H 1.07 -0.15 2.56  S4 1.356
13 H -1.51 1.05 -0.22  C5 1.091
14 H 1.57 0.97 -0.53  C6 1.076

Output
total charge	0
DFT total energy	-1189.4516	Eh
energy relative to the best compared isomer or geometry (same formula, charge and spin)	0.686	eV
SMILES	O[C@@H]1[C@@H](S)[C@H]1[C@@H](F)Cl
F_max	2.0	eV/A
HOMO-LUMO gap	10.22	eV

DFT (ωB97M-V with the def2-TZVPD basis set) results for one molecule with the formula C4H6ClN.

Bonds (Å) are listed after each position.
Atoms and positions in Å:
1 C -1.73 0.89 0.28  C2 1.298, H7 1.082, H8 1.140
2 C -0.61 0.26 0.08  C1 1.298, C3 1.725, C6 1.530
3 C 0.58 0.18 -1.17  C2 1.725, N4 1.556, H9 1.090, H10 1.067
4 N 1.21 -0.93 -0.28  C3 1.556, Cl5 1.691, C6 1.441
5 Cl 2.89 -1.04 -0.04  N4 1.691
6 C 0.35 -0.66 0.84  C2 1.530, N4 1.441, H11 1.124, H12 1.173
7 H -2.35 0.85 1.17  C1 1.082
8 H -2.25 1.44 -0.57  C1 1.140
9 H -0.07 -0.23 -1.95  C3 1.090
10 H 1.30 0.96 -1.31  C3 1.067
11 H 0.66 -0.01 1.69  C6 1.124
12 H 0.01 -1.70 1.27  C6 1.173

Output
total charge	0
DFT total energy	-670.8168	Eh
energy relative to the best compared isomer or geometry (same formula, charge and spin)	3.585	eV
SMILES	C=C1CN(Cl)C1
F_max	4.5	eV/A
HOMO-LUMO gap	9.66	eV

DFT (ωB97M-V with the def2-TZVPD basis set) results for an isolated ion of composition C4H6ClN2O2S and charge +1.

Bonds (Å) are listed after each position.
Atoms and positions in Å:
1 C -1.11 -0.54 -1.87  N2 1.456, H11 1.087, H12 1.090, H13 1.090
2 N -0.43 -0.24 -0.62  C1 1.456, S3 1.649, C10 1.413
3 S 1.03 0.52 -0.77  N2 1.649, O4 1.405, Cl5 2.000, O6 1.549
4 O 0.99 1.56 -1.72  S3 1.405
5 Cl 2.42 -0.83 -1.26  S3 2.000
6 O 1.57 0.91 0.63  S3 1.549, C7 1.402
7 C 0.89 1.20 1.83  O6 1.402, C8 1.336, H14 1.078
8 C -0.09 0.41 2.27  C7 1.336, N9 1.360, H15 1.081
9 N -0.53 -0.74 1.70  C8 1.360, C10 1.250
10 C -0.63 -1.07 0.50  N2 1.413, N9 1.250, H16 1.085
11 H -0.82 0.21 -2.60  C1 1.087
12 H -0.86 -1.54 -2.23  C1 1.090
13 H -2.18 -0.47 -1.70  C1 1.090
14 H 1.30 2.06 2.33  C7 1.078
15 H -0.55 0.62 3.23  C8 1.081
16 H -0.98 -2.07 0.27  C10 1.085

Output
total charge	+1
DFT total energy	-1274.0111	Eh
energy relative to the best compared isomer or geometry (same formula, charge and spin)	2.593	eV
SMILES	C[N+]1=[S@](=O)(Cl)OC=CN=C1
F_max	2.2	eV/A
HOMO-LUMO gap	8.93	eV

| no. | highest occupied orbital energy (Ha) |
| --- | --- |
| 1 | -0.3564 |
| 2 | -0.4788 |
| 3 | -0.3225 |
| 4 | -0.3547 |
| 5 | -0.3201 |
| 6 | -0.5147 |